Computed, not measured: a molecular structure, C57H74N2O27Sr2 in a non-equilibrium geometry, with wB97M-V/def2-TZVPD.

Computed properties:
Electronic energy, eV: -120217.048
Lowest unoccupied orbital energy (alpha / beta), Eh: -0.3404 / -0.3608
HOMO (alpha / beta), eV: -13.110 / -13.110

The geometry in ORCA input format:
```
! wB97M-V def2-TZVPD RIJCOSX def2/J DEFGRID3
* xyz 3 2
Sr 4.953 1.707 0.860
Sr 4.012 -0.744 -2.294
C 0.944 1.150 0.689
C 1.709 0.422 -0.257
C 1.127 -0.944 -0.819
O 1.587 -1.408 -1.874
C 0.066 -1.569 -0.050
C -0.627 -0.781 0.868
C -0.122 0.604 1.248
O -0.709 1.392 2.150
O -1.632 -1.380 1.436
O 2.860 0.763 -0.583
H 1.262 2.162 0.891
H -0.363 -2.516 -0.341
C 7.528 -0.612 -3.438
O 6.322 -1.338 -3.463
C 6.056 -1.716 -4.867
C 4.782 -2.609 -4.923
N 3.530 -1.985 -4.490
C 3.098 -1.091 -5.548
C 1.913 -0.231 -5.075
O 2.486 0.639 -4.104
C 1.592 1.607 -3.544
H 7.619 0.224 -4.131
H 8.346 -1.287 -3.691
H 7.672 -0.274 -2.411
H 6.862 -2.368 -5.200
H 6.045 -0.920 -5.611
H 4.957 -3.518 -4.349
H 4.663 -3.032 -5.921
H 2.802 -2.685 -4.458
H 2.750 -1.728 -6.361
H 3.861 -0.489 -6.042
H 1.132 -0.787 -4.555
H 1.570 0.371 -5.917
H 0.687 1.220 -3.074
H 1.178 2.305 -4.271
H 2.034 2.214 -2.754
C 3.133 -0.896 2.631
O 3.534 0.532 2.501
C 3.004 1.248 3.619
C 3.105 2.714 3.296
N 4.488 3.097 3.055
C 4.613 4.573 2.715
C 3.866 4.914 1.395
O 4.181 4.021 0.287
C 3.425 4.319 -0.875
H 3.507 -1.308 1.694
H 2.045 -0.935 2.688
H 3.505 -1.448 3.494
H 3.621 1.035 4.493
H 1.985 0.970 3.888
H 2.683 3.110 4.220
H 2.455 2.814 2.426
H 5.055 3.086 3.891
H 5.634 4.941 2.609
H 4.139 5.119 3.531
H 4.194 5.922 1.145
H 2.785 4.962 1.533
H 3.506 5.387 -1.076
H 2.372 4.076 -0.732
H 3.881 3.778 -1.704
C -2.676 -1.160 -3.887
C -1.542 -1.655 -3.227
C -1.124 -2.980 -3.478
C -1.933 -3.845 -4.282
C -3.013 -3.257 -4.954
C -3.443 -1.955 -4.750
O -4.594 -1.535 -5.348
O -0.070 -3.464 -2.784
H -2.969 -0.145 -3.663
H -0.910 -0.968 -2.683
H -1.794 -4.913 -4.359
H -3.494 -3.975 -5.603
H -5.013 -2.289 -5.769
H 0.388 -2.693 -2.440
C 1.707 -3.672 6.066
C 1.011 -4.085 4.913
C 0.231 -3.132 4.216
C 0.264 -1.800 4.631
C 1.069 -1.358 5.590
C 1.667 -2.314 6.407
O 2.293 -1.935 7.554
O -0.693 -3.486 3.294
H 2.287 -4.380 6.640
H 0.972 -5.124 4.622
H -0.415 -1.107 4.156
H 1.035 -0.355 5.989
H 1.535 -1.680 8.084
H -0.968 -2.757 2.733
C -3.081 -5.963 -0.911
C -3.785 -6.333 -2.010
C -4.690 -5.443 -2.593
C -4.803 -4.120 -2.085
C -3.967 -3.748 -1.000
C -3.093 -4.669 -0.463
O -2.101 -4.365 0.389
O -5.562 -5.747 -3.634
H -2.494 -6.697 -0.380
H -3.707 -7.368 -2.307
H -5.472 -3.398 -2.530
H -4.052 -2.821 -0.452
H -2.184 -3.428 0.583
H -6.433 -5.354 -3.540
C -5.399 -0.218 -2.056
C -4.441 -0.205 -1.048
C -4.951 0.072 0.251
C -6.250 0.330 0.530
C -7.210 0.418 -0.489
C -6.727 0.036 -1.741
O -7.668 -0.178 -2.733
O -4.118 0.055 1.321
H -5.074 -0.310 -3.082
H -3.472 -0.580 -1.342
H -6.648 0.567 1.506
H -8.258 0.598 -0.299
H -7.480 -0.027 -3.662
H -3.244 -0.313 1.173
C 0.219 6.351 1.665
C 0.325 5.008 2.161
C 0.325 4.849 3.525
C 0.425 5.946 4.426
C 0.234 7.223 3.877
C 0.230 7.452 2.487
O 0.116 8.754 2.023
O 0.303 3.519 3.955
H 0.171 6.525 0.600
H 0.198 4.214 1.440
H 0.408 5.869 5.503
H 0.112 8.076 4.527
H 0.356 9.459 2.628
H -0.130 2.837 3.438
C -2.677 3.130 -1.998
C -1.909 2.726 -0.766
O -0.656 3.369 -0.870
C -0.620 4.027 -2.040
O 0.410 4.444 -2.557
O -1.745 3.974 -2.632
H -3.550 3.708 -1.694
H -2.924 2.291 -2.648
H -1.611 1.678 -0.781
H -2.298 2.990 0.217
C -5.228 2.462 3.268
C -4.051 3.334 3.194
O -3.649 3.500 4.507
C -4.398 2.656 5.270
O -4.269 2.429 6.449
O -5.295 2.047 4.568
H -5.118 1.563 2.661
H -6.138 2.998 3.000
H -4.315 4.249 2.664
H -3.247 2.749 2.746
C 1.583 -4.292 0.653
C 0.788 -5.544 0.313
O 1.893 -6.457 0.171
C 3.018 -5.929 0.824
O 4.101 -6.508 0.907
O 2.703 -4.793 1.385
H 0.953 -3.592 1.203
H 1.852 -3.769 -0.264
H 0.302 -5.305 -0.633
H 0.093 -5.789 1.116
*
```

Results of the Mulliken charge analysis, in e, for atoms 1 through 99:
1 Sr 1.677
2 Sr 1.268
3 C 0.807
4 C 1.101
5 C 0.904
6 O -0.200
7 C -0.305
8 C 1.353
9 C 0.477
10 O -0.997
11 O -1.579
12 O -0.646
13 H -0.778
14 H 0.293
15 C -0.923
16 O -0.223
17 C -0.651
18 C -0.923
19 N 0.076
20 C -1.354
21 C 0.038
22 O -0.215
23 C -0.847
24 H 0.373
25 H 0.318
26 H 0.286
27 H 0.510
28 H 0.470
29 H 0.445
30 H 0.492
31 H -0.042
32 H 0.505
33 H 0.484
34 H -0.231
35 H 0.522
36 H 0.121
37 H 0.655
38 H -0.001
39 C -0.281
40 O -0.287
41 C -0.437
42 C -0.182
43 N -0.182
44 C -1.026
45 C -0.078
46 O -0.280
47 C -0.596
48 H -0.027
49 H -0.330
50 H 0.502
51 H 0.813
52 H -0.009
53 H 0.377
54 H -0.373
55 H 0.308
56 H 0.411
57 H 0.413
58 H 0.617
59 H -0.161
60 H 0.411
61 H 0.117
62 H 0.182
63 C -0.739
64 C 0.852
65 C -0.024
66 C -0.843
67 C -0.537
68 C -0.036
69 O -0.556
70 O -0.668
71 H 0.986
72 H -0.005
73 H 0.679
74 H 0.378
75 H 0.300
76 H -0.444
77 C -0.646
78 C -0.566
79 C 0.410
80 C -0.373
81 C -0.651
82 C 0.177
83 O -0.534
84 O -0.579
85 H 0.490
86 H 0.517
87 H 0.725
88 H 0.503
89 H 0.359
90 H 0.051
91 C -0.403
92 C -0.883
93 C 0.795
94 C -0.114
95 C -0.521
96 C 0.171
97 O -0.058
98 O -0.485
99 H 0.498

---

Computed, not measured: a molecular structure, C57H77FIrN5O5 in a non-equilibrium geometry, with wB97M-V/def2-TZVPD.

Computed properties:
Energy above the lowest of the compared OMol25 structures with the same formula, charge and spin, kcal/mol: 32.88
Electronic energy, eV: -83595.546
Lowest unoccupied orbital energy (alpha / beta), Eh: -0.1145 / -0.1145
HOMO (alpha / beta), eV: -7.132 / -8.055

The geometry in ORCA input format:
```
! wB97M-V def2-TZVPD RIJCOSX def2/J DEFGRID3
* xyz 1 2
Ir -0.286 0.339 -0.031
C 0.125 1.189 2.738
N -0.516 0.037 2.066
C -1.951 -0.020 2.417
C 0.098 -1.249 2.443
C 1.521 -1.325 1.986
N 1.594 -1.332 0.508
C 2.921 -0.799 0.106
C 3.034 0.274 -0.948
C 4.096 0.167 -1.854
C 4.436 1.194 -2.707
C 3.683 2.364 -2.594
C 2.650 2.544 -1.676
C 2.299 1.465 -0.831
O 1.329 1.623 0.098
C 1.951 3.912 -1.537
C 2.468 4.930 -2.556
C 0.441 3.773 -1.755
C 2.207 4.484 -0.136
C 5.590 1.126 -3.719
C 6.594 2.258 -3.451
C 5.028 1.281 -5.140
C 6.351 -0.195 -3.641
C 1.286 -2.710 0.074
C 0.429 -2.990 -1.187
C 0.529 -4.477 -1.494
C -0.449 -5.163 -2.051
C -1.777 -4.515 -2.130
C -2.119 -3.347 -1.591
C -1.024 -2.569 -0.983
O -1.268 -1.651 -0.244
C -3.580 -2.883 -1.468
C -3.753 -1.456 -2.015
C -4.005 -2.925 0.014
C -4.530 -3.800 -2.241
C -0.195 -6.543 -2.676
C -1.506 -7.246 -3.044
C 0.588 -7.439 -1.705
C 0.630 -6.343 -3.957
H 0.212 1.012 3.817
H -0.499 2.062 2.563
H 1.102 1.389 2.305
H -2.049 -0.138 3.501
H -2.410 -0.874 1.917
H -2.446 0.882 2.083
H -0.495 -2.034 1.981
H 0.045 -1.390 3.529
H 2.008 -2.200 2.433
H 2.056 -0.456 2.346
H 3.589 -1.634 -0.136
H 3.345 -0.339 0.994
H 4.664 -0.765 -1.865
H 3.945 3.192 -3.244
H 2.283 4.607 -3.588
H 3.540 5.121 -2.442
H 1.945 5.879 -2.401
H 0.249 3.241 -2.693
H -0.025 4.769 -1.813
H -0.020 3.220 -0.935
H 3.280 4.641 0.021
H 1.835 3.805 0.630
H 1.700 5.452 -0.026
H 6.121 3.243 -3.518
H 7.411 2.227 -4.182
H 7.024 2.161 -2.450
H 4.626 2.288 -5.300
H 4.216 0.564 -5.313
H 5.811 1.108 -5.888
H 6.733 -0.381 -2.633
H 7.207 -0.162 -4.321
H 5.725 -1.045 -3.933
H 0.735 -3.177 0.889
H 2.216 -3.286 -0.016
H 1.523 -4.907 -1.392
H -2.566 -5.084 -2.605
H -3.126 -0.730 -1.491
H -4.797 -1.146 -1.898
H -3.502 -1.420 -3.084
H -3.441 -2.213 0.614
H -3.859 -3.928 0.431
H -5.068 -2.674 0.095
H -4.307 -3.810 -3.315
H -5.549 -3.429 -2.117
H -4.512 -4.831 -1.871
H -2.163 -7.371 -2.176
H -1.281 -8.240 -3.435
H -2.058 -6.709 -3.823
H 0.051 -7.557 -0.759
H 1.582 -7.039 -1.483
H 0.728 -8.431 -2.143
H 0.120 -5.662 -4.647
H 0.781 -7.301 -4.467
H 1.610 -5.910 -3.731
F 1.455 1.216 -6.574
C 0.328 1.706 -6.011
C 0.047 1.381 -4.720
C -1.097 1.857 -4.103
C -1.381 1.461 -2.699
O -0.660 0.597 -2.193
C -2.501 2.129 -2.105
C -3.254 2.953 -2.879
N -3.022 3.279 -4.170
C -3.916 4.204 -4.847
C -4.359 5.427 -4.114
C -3.388 5.554 -5.250
C -1.926 2.727 -4.813
C -1.629 3.039 -6.144
C -0.521 2.529 -6.768
N -0.268 2.912 -8.116
C -1.363 2.732 -9.071
C -1.347 3.920 -10.042
N 0.065 4.459 -10.059
C 1.041 3.309 -10.126
C 1.014 2.594 -8.758
C -2.960 2.075 -0.648
O -4.072 2.565 -0.409
O -2.121 1.600 0.162
H 0.728 0.753 -4.149
H -4.120 3.407 -2.414
H -4.635 3.726 -5.498
H -3.977 5.580 -3.113
H -5.381 5.751 -4.261
H -2.359 5.772 -4.990
H -3.727 5.979 -6.186
H -2.260 3.742 -6.675
H -2.319 2.696 -8.566
H -1.248 1.789 -9.616
H -1.992 4.733 -9.721
H -1.608 3.631 -11.057
H 0.210 4.923 -9.163
H 0.203 5.135 -10.805
H 2.025 3.697 -10.364
H 0.709 2.672 -10.941
H 1.825 2.958 -8.135
H 1.167 1.528 -8.921
C 2.090 -2.066 -5.092
C 2.917 -2.374 -4.025
C 2.378 -2.577 -2.760
C 1.016 -2.441 -2.527
C 0.193 -2.094 -3.598
C 0.724 -1.931 -4.869
H 2.502 -1.931 -6.086
H 3.984 -2.486 -4.174
H 3.041 -2.872 -1.956
H -0.874 -1.976 -3.446
H 0.062 -1.716 -5.702
*
```

Results of the Mulliken charge analysis, in e, for atoms 1 through 99:
1 Ir 4.860
2 C -1.084
3 N 0.136
4 C -1.302
5 C -0.672
6 C -1.184
7 N 0.818
8 C -2.162
9 C 1.644
10 C -0.479
11 C -0.699
12 C -0.254
13 C 0.687
14 C -1.023
15 O -1.228
16 C 2.380
17 C -2.427
18 C -1.256
19 C -1.709
20 C 2.290
21 C -1.784
22 C -1.572
23 C -1.958
24 C -3.302
25 C 2.637
26 C -1.656
27 C -0.108
28 C -0.293
29 C 0.468
30 C -0.442
31 O -0.972
32 C 2.314
33 C -1.645
34 C -1.231
35 C -2.334
36 C 1.838
37 C -2.124
38 C -1.686
39 C -1.472
40 H 0.267
41 H 0.262
42 H 0.311
43 H 0.474
44 H 0.240
45 H 0.360
46 H 0.145
47 H 0.677
48 H 0.225
49 H 0.812
50 H 0.080
51 H 1.146
52 H 0.553
53 H 0.264
54 H 0.283
55 H 0.462
56 H 0.456
57 H 0.011
58 H 0.704
59 H -0.122
60 H 0.355
61 H 0.127
62 H 0.478
63 H 0.286
64 H 0.473
65 H 0.368
66 H 0.302
67 H 0.105
68 H 0.541
69 H 0.425
70 H 0.463
71 H 0.184
72 H 0.692
73 H 0.567
74 H 0.130
75 H 0.512
76 H -0.170
77 H 0.675
78 H 0.254
79 H -0.178
80 H 0.344
81 H 0.537
82 H 0.406
83 H 0.448
84 H 0.429
85 H 0.401
86 H 0.470
87 H 0.369
88 H 0.393
89 H 0.305
90 H 0.459
91 H 0.273
92 H 0.494
93 H 0.235
94 F -0.463
95 C 0.424
96 C -0.412
97 C 0.034
98 C 0.366
99 O -0.373

---

Question: Among the records above, which one has the highest electronic energy?
Answer: C57H77FIrN5O5